Formula: C34H31BiN4O2S3Sb
Source: the Open Molecules 2025 dataset
Level of theory: ωB97M-V with the def2-TZVPD basis set

CARTESIAN COORDINATES (ANGSTROEM)
Bi: -1.709695 -0.463396 -0.573595
O: -0.485419 3.524453 -1.418260
C: -1.273202 2.677653 -1.072356
O: -1.144871 1.415411 -1.455000
C: -2.492833 3.045012 -0.274473
C: -3.125117 4.229280 -0.642423
C: -4.255587 4.676575 0.019968
C: -4.759674 3.944120 1.083893
C: -4.139662 2.765773 1.468367
C: -3.007650 2.302482 0.794732
S: -2.261662 0.841548 1.499708
H: -2.699178 4.801022 -1.455836
H: -4.731921 5.598441 -0.284343
H: -5.632401 4.288887 1.622455
H: -4.520803 2.198038 2.307929
N: -5.282238 0.471207 -0.856939
C: -5.239253 -0.875567 -0.672992
N: -4.188812 -1.511865 -0.219567
C: -4.415485 -2.874281 -0.193382
C: -5.627474 -3.270389 -0.643029
S: -6.566210 -1.896970 -1.093574
C: -3.352565 -3.753492 0.291901
C: -3.554917 -5.006766 0.753315
S: -2.047393 -5.754093 1.111624
C: -1.244288 -4.304625 0.617353
N: -2.029105 -3.329790 0.239254
N: 0.112701 -4.255978 0.588527
H: -4.718019 1.038996 -0.239952
H: -6.163694 0.885569 -1.109066
H: -6.005744 -4.270862 -0.761423
H: -4.488507 -5.519819 0.905212
H: 0.628891 -4.973653 1.068406
H: 0.546035 -3.350501 0.591844
C: 4.603159 -0.248692 -0.494957
C: 4.065682 -1.147980 0.583955
C: 4.953730 -1.910901 1.339173
C: 4.524800 -2.715343 2.383503
C: 3.180339 -2.763966 2.712013
C: 2.278943 -2.014009 1.971083
C: 2.702646 -1.229833 0.900420
Sb: 1.228118 -0.024775 -0.048634
C: 1.642147 1.842610 0.858949
C: 2.189994 2.891600 0.126228
C: 2.443116 4.112653 0.729469
C: 2.140899 4.288196 2.069385
C: 1.631050 3.232599 2.807159
C: 1.393198 1.988006 2.230261
C: 0.990891 0.844891 3.119473
C: 1.676663 0.043418 -2.127266
C: 1.596905 1.250444 -2.825096
C: 1.952094 1.311467 -4.161324
C: 2.374797 0.163678 -4.815838
C: 2.392380 -1.044385 -4.142663
C: 2.032106 -1.132397 -2.798431
C: 2.048926 -2.491703 -2.151155
H: 5.685428 -0.340646 -0.562690
H: 4.372201 0.797924 -0.279334
H: 4.183649 -0.481012 -1.473082
H: 6.010099 -1.860715 1.105521
H: 5.245655 -3.288603 2.951098
H: 2.835945 -3.362942 3.544890
H: 1.232357 -2.025678 2.257681
H: 2.422459 2.776188 -0.920197
H: 2.859793 4.922685 0.146672
H: 2.316106 5.243049 2.547020
H: 1.429668 3.363906 3.863363
H: 0.543953 1.212435 4.041785
H: 1.866256 0.248987 3.387104
H: 0.261904 0.184276 2.648811
H: 1.192394 2.133885 -2.353045
H: 1.882491 2.251859 -4.691332
H: 2.663624 0.204884 -5.857721
H: 2.679245 -1.948780 -4.666270
H: 1.593353 -3.232544 -2.808222
H: 1.491064 -2.513001 -1.215847
H: 3.065501 -2.824156 -1.930175

Forces on atoms 1 to 6 (eV/Å):
Bi -0.133 -0.192 0.146
O 0.002 0.021 -0.015
C -0.048 0.020 -0.019
O -0.141 0.021 0.035
C 0.025 -0.041 0.050
C -0.009 0.016 0.004

LUMO (eV): -3.4
Energy above the lowest of the compared OMol25 structures with the same formula, charge and spin (kcal/mol): 15.92
Net charge: +1
Gap between HOMO and LUMO (eV): 7.148
Highest occupied orbital energy (eV): -10.59
Strongest force on any atom (eV Å⁻¹): 0.368
E (Eh): -3333.00348
M (g/mol): 954.6

Results of the Löwdin charge analysis, in e, for atoms 1 through 5:
1 Bi 1.444
2 O 0.104
3 C -0.576
4 O -0.411
5 C -0.157